# CH5AgO3

CH5AgO3 as an isolated structure (ωB97M-V/def2-TZVPD, the Open Molecules 2025 dataset).

XYZ file:
```
10
Properties=species:S:1:pos:R:3:forces:R:3:nbo_charge:R:1
O -1.066 -0.993 -0.160 -1.3 4.4 -1.2 -0.862
Ag 0.586 -2.054 0.453 1.2 -2.2 0.5 0.330
H -1.942 -1.174 0.187 -0.3 0.0 0.2 0.494
O 1.215 -0.142 0.773 3.2 0.7 -0.5 -0.360
O 2.373 0.004 -0.049 -0.9 -0.4 1.4 -0.408
H 2.069 0.498 -0.821 -0.4 0.1 -0.2 0.451
C -0.715 0.700 -0.055 -3.8 -1.2 -1.0 -0.284
H -1.393 1.521 -0.331 -2.1 -1.0 -0.8 0.170
H -0.175 0.810 -1.007 1.8 -0.3 1.6 0.227
H -0.953 0.829 1.010 2.7 -0.1 0.1 0.243
```
Forces are in eV/Å.

The spin multiplicity is 3. Its charge is 0. As for the molar mass: 172.92 g/mol. As for the expectation value of S²: 2.007. The value obtained for the gap between HOMO and LUMO (spin up / spin down) is 5.77 / 8.17 eV. The LUMO energy (spin up / spin down) is 0.0081 / -0.0639 hartree. The value obtained for the total energy is -11249.41052 eV.


# C39H49AlClNOP

C39H49AlClNOP as an isolated structure (ωB97M-V/def2-TZVPD, the Open Molecules 2025 dataset).

XYZ file:
```
93
Properties=species:S:1:pos:R:3:forces:R:3:mulliken_charge:R:1
C -2.522 -3.661 -2.534 0.1 0.0 0.4 -1.467
C -2.477 -2.894 -1.242 -0.2 0.3 -0.1 1.294
C -2.047 -3.670 -0.032 0.1 0.1 -0.1 -1.307
C -2.763 -1.591 -1.216 -0.3 -0.4 0.3 -0.823
C -2.623 -0.709 -0.006 0.1 -0.1 -0.2 -1.060
C -1.135 -0.357 0.249 -0.5 0.2 0.3 -0.691
C -0.840 1.110 0.546 0.6 0.4 -0.3 0.980
C -1.529 2.081 -0.425 -0.6 -0.2 0.2 -1.820
C 0.677 1.375 0.550 0.1 -0.5 0.9 -1.138
C 1.398 0.498 1.626 -0.2 -0.3 -0.6 -1.122
Al 2.404 -1.006 0.721 0.7 0.7 0.0 0.115
C 4.206 -0.290 0.073 -2.5 -1.1 0.7 0.344
C 5.267 -1.153 -0.070 0.4 0.0 -0.1 -0.543
C 6.469 -0.621 -0.474 -0.1 -1.0 0.2 -0.552
C 6.505 0.722 -0.711 1.7 1.0 -0.5 -0.392
N 5.518 1.587 -0.587 -0.7 0.2 0.1 -0.656
C 4.355 1.046 -0.187 0.8 0.5 -0.2 -0.149
P 2.827 -2.620 2.441 -0.8 -0.3 0.8 0.135
O 4.007 -1.950 3.426 0.2 -0.3 -0.5 -0.490
Cl 3.766 -4.323 1.563 0.3 0.1 -0.2 -0.388
H -2.861 -3.021 -3.344 0.0 0.0 -0.1 0.349
H -3.174 -4.533 -2.448 0.0 -0.1 -0.1 0.341
H -1.515 -4.019 -2.760 0.0 -0.1 -0.1 0.320
H -2.648 -4.575 0.079 0.1 -0.1 0.0 0.473
H -0.998 -3.960 -0.126 0.0 -0.1 0.0 0.277
H -2.133 -3.086 0.878 0.0 0.0 0.1 0.237
H -3.112 -1.142 -2.141 0.2 0.2 -0.1 0.233
H -2.999 -1.227 0.874 -0.2 -0.1 0.1 0.549
H -3.265 0.164 -0.123 0.2 0.2 0.0 0.371
H -0.524 -0.713 -0.576 0.0 0.1 -0.1 0.319
H -0.836 -0.923 1.129 0.3 -0.2 -0.1 0.187
H -1.153 1.316 1.573 -0.2 0.1 0.0 0.310
H -2.439 2.506 0.005 0.0 0.0 0.0 0.381
H -1.857 1.556 -1.325 0.2 0.1 -0.2 0.307
H -0.896 2.920 -0.703 0.2 0.0 -0.1 0.456
H 1.100 1.180 -0.442 -0.2 0.2 -0.2 0.457
H 0.816 2.434 0.782 0.1 0.1 -0.2 0.314
H 2.065 1.086 2.257 0.1 0.1 0.0 0.572
H 0.621 0.094 2.281 0.1 0.0 0.2 0.641
H 1.571 -1.753 -0.424 -0.1 -0.2 0.0 -0.324
H 5.166 -2.208 0.144 0.0 -0.1 0.0 0.329
H 7.344 -1.246 -0.576 0.2 0.1 -0.1 0.487
H 7.468 1.132 -1.019 -0.1 0.2 -0.1 0.407
H 3.519 1.720 -0.046 0.0 0.2 -0.1 0.458
H 4.188 -2.586 4.125 -0.1 0.1 0.2 0.297
C -2.170 -8.762 1.325 0.0 0.0 0.0 -0.388
C -1.958 -7.479 1.811 0.0 0.0 0.0 -0.358
C -0.812 -6.781 1.453 0.0 0.0 0.0 -0.417
C 0.118 -7.363 0.604 0.0 0.0 0.0 -0.446
C -0.095 -8.644 0.116 0.0 0.0 0.0 -0.420
C -1.237 -9.346 0.479 0.0 0.0 0.0 -0.345
H -3.063 -9.308 1.606 0.0 0.0 0.0 0.349
H -2.687 -7.022 2.468 0.0 0.0 0.0 0.365
H -0.644 -5.783 1.836 0.0 0.0 0.0 0.533
H 1.009 -6.815 0.324 0.0 0.0 0.0 0.420
H 0.630 -9.097 -0.549 0.0 0.0 0.0 0.357
H -1.401 -10.348 0.101 0.0 0.0 0.0 0.348
C -6.459 4.634 -0.354 0.0 0.0 0.0 -0.304
C -6.239 5.935 0.078 0.0 0.0 0.0 -0.536
C -5.068 6.594 -0.270 0.0 0.0 0.0 -0.336
C -4.121 5.955 -1.058 0.0 0.0 0.0 -0.476
C -4.342 4.655 -1.493 0.0 0.0 0.0 -0.290
C -5.508 3.993 -1.138 0.0 0.0 0.0 -0.399
H -7.370 4.118 -0.078 0.0 0.0 0.0 0.373
H -6.980 6.435 0.689 0.0 0.0 0.0 0.413
H -4.894 7.606 0.073 0.0 0.0 0.0 0.396
H -3.209 6.470 -1.333 0.0 0.0 0.0 0.379
H -3.602 4.157 -2.106 0.0 0.0 0.0 0.394
H -5.677 2.977 -1.472 0.0 0.0 0.0 0.386
C -3.836 6.125 3.489 0.0 0.0 0.0 -0.501
C -5.056 5.466 3.426 0.0 -0.1 0.0 -0.199
C -5.885 5.433 4.539 0.0 0.0 0.0 -0.517
C -5.499 6.067 5.712 0.0 0.0 0.0 -0.312
C -4.281 6.729 5.774 0.0 0.0 0.0 -0.388
C -3.447 6.755 4.663 0.0 0.0 0.0 -0.382
H -3.188 6.146 2.622 0.0 0.0 0.0 0.419
H -5.358 4.977 2.510 0.0 0.0 0.0 0.460
H -6.834 4.913 4.491 0.0 0.0 0.0 0.354
H -6.148 6.045 6.579 0.0 0.0 0.0 0.354
H -3.980 7.224 6.688 0.0 0.0 0.0 0.348
H -2.494 7.266 4.713 0.0 0.0 0.0 0.358
C 8.877 0.188 -5.986 0.0 -0.1 0.0 -0.366
C 9.014 -1.161 -5.671 0.0 0.1 0.0 -0.331
C 8.213 -1.733 -4.690 0.0 0.1 -0.1 -0.513
C 7.269 -0.952 -4.037 0.0 -0.4 0.1 -0.246
C 7.133 0.383 -4.352 -0.2 0.4 0.0 -0.412
C 7.937 0.966 -5.323 0.1 -0.2 -0.1 -0.420
H 9.507 0.631 -6.748 0.0 0.0 0.0 0.345
H 9.748 -1.765 -6.190 0.0 0.0 0.0 0.348
H 8.324 -2.780 -4.437 0.0 0.0 0.0 0.362
H 6.629 -1.380 -3.276 0.0 0.0 0.0 0.468
H 6.388 0.973 -3.832 0.0 0.0 0.0 0.386
H 7.831 2.017 -5.560 0.0 0.0 0.0 0.367
```
Forces are in eV/Å.

The spin multiplicity is 1. Its charge is -1. As for the molar mass: 641.24 g/mol. The value obtained for the gap between HOMO and LUMO is 6.36 eV. The LUMO energy is 0.0808 hartree. The value obtained for the total energy is -73186.12265 eV.


# C3H9ClNP

One molecule with the formula C3H9ClNP (ωB97M-V/def2-TZVPD, the Open Molecules 2025 dataset).

XYZ file:
```
15
Properties=species:S:1:pos:R:3:forces:R:3:nbo_charge:R:1
C 1.019 -0.579 -1.539 1.3 -1.2 -0.2 -0.434
C 0.680 1.204 -0.002 -1.5 0.8 -0.2 -0.422
C -1.182 -0.341 1.799 -0.9 -1.1 0.1 -0.984
N 0.565 -0.232 -0.246 -0.8 0.7 1.6 -0.748
P -0.727 -1.221 0.220 2.1 -1.2 2.2 0.988
Cl -2.099 -0.798 -1.180 -1.7 0.8 -0.7 -0.333
H 1.942 -0.023 -1.747 -0.5 -0.1 -0.6 0.204
H 1.249 -1.636 -1.550 0.7 -0.5 0.3 0.208
H 0.232 -0.608 -2.258 -0.4 1.2 -1.2 0.194
H 1.718 1.426 -0.232 0.1 0.5 0.6 0.204
H 0.049 1.817 -0.702 0.5 -0.5 0.1 0.178
H 0.292 1.570 0.994 1.2 -0.8 -0.8 0.209
H -1.958 -0.899 2.412 0.0 1.1 -1.5 0.255
H -1.337 0.667 1.441 -1.0 0.3 0.8 0.227
H -0.444 -0.349 2.592 1.1 0.1 -0.6 0.253
```
Forces are in eV/Å.

The spin multiplicity is 1. Its charge is 0. As for the molar mass: 125.54 g/mol. The value obtained for the gap between HOMO and LUMO is 9.43 eV. Its SMILES is CN(C)P(C)Cl. The LUMO energy is 0.0335 hartree. The value obtained for the total energy is -26558.07068 eV.


# C41H42FN4O2Ti

C41H42FN4O2Ti as an isolated structure (ωB97M-V/def2-TZVPD, the Open Molecules 2025 dataset).

XYZ file:
```
91
Properties=species:S:1:pos:R:3:forces:R:3:mulliken_charge:R:1
Ti -0.554 0.253 -0.448 -0.3 -0.2 0.3 -1.345
C -0.308 -3.571 -2.012 0.0 0.0 0.0 -1.891
C -0.624 -2.718 -3.206 0.0 0.0 -0.1 1.874
C -1.248 -3.309 -4.303 0.0 0.0 0.0 -0.670
C -1.433 -2.612 -5.483 0.0 0.0 0.0 -0.843
C -0.957 -1.315 -5.587 -0.1 0.0 0.0 -0.907
C -0.357 -0.685 -4.505 -0.1 0.0 0.0 1.772
C 0.212 0.695 -4.700 0.0 0.1 0.0 -2.181
C -0.247 -1.377 -3.290 0.1 0.0 0.1 -1.168
N 0.346 -0.695 -2.168 0.0 0.2 0.2 1.021
C 1.695 -0.559 -2.351 0.0 0.0 0.0 -0.311
O 2.383 -1.091 -3.204 0.0 -0.1 -0.1 -0.674
C 2.327 0.413 -1.402 0.1 0.0 0.0 0.586
C 3.666 0.753 -1.405 0.0 0.0 0.0 -0.772
C 4.095 1.708 -0.493 0.1 0.0 0.0 -0.423
C 3.193 2.288 0.388 0.0 0.0 0.0 -0.781
C 1.875 1.877 0.325 0.0 0.1 0.0 0.861
N 1.478 0.970 -0.552 -0.2 -0.1 0.1 0.463
C 0.793 2.361 1.245 0.0 -0.1 -0.1 -0.538
O 1.059 3.234 2.050 0.0 0.1 0.1 -0.667
N -0.403 1.694 1.091 0.3 -0.1 -0.1 1.129
C -1.286 2.084 2.170 0.1 -0.1 -0.2 -0.320
C -1.020 1.602 3.458 0.0 0.0 0.0 1.145
C -0.014 0.510 3.695 0.0 -0.1 0.0 -1.277
C -1.676 2.176 4.538 0.0 0.0 0.0 -1.092
C -2.610 3.183 4.351 0.0 0.0 0.0 -0.945
C -2.912 3.602 3.068 0.0 0.0 0.0 -1.017
C -2.249 3.070 1.963 -0.1 0.0 0.0 1.244
C -2.549 3.600 0.590 0.0 0.0 0.0 -1.138
H -1.203 -3.827 -1.444 0.0 0.0 0.0 0.195
H 0.395 -3.082 -1.343 0.0 0.0 0.0 0.201
H 0.146 -4.506 -2.344 0.0 0.0 0.0 0.605
H -1.559 -4.346 -4.232 0.0 0.0 0.0 0.478
H -1.914 -3.089 -6.329 0.0 0.0 0.0 0.412
H -1.050 -0.776 -6.524 0.0 0.0 0.0 0.402
H -0.433 1.297 -5.344 0.0 0.0 0.0 0.543
H 1.190 0.629 -5.181 0.0 0.0 0.0 0.396
H 0.350 1.231 -3.762 0.0 0.0 0.0 0.228
H 4.324 0.272 -2.115 0.0 0.0 0.0 0.592
H 5.138 1.998 -0.468 0.0 0.0 0.0 0.450
H 3.474 3.035 1.118 0.0 0.0 0.0 0.600
H 0.940 0.703 3.204 0.0 0.0 0.0 0.228
H -0.380 -0.450 3.323 0.0 0.0 0.0 -0.017
H 0.178 0.401 4.763 0.0 0.0 0.0 0.485
H -1.446 1.828 5.539 0.0 0.0 0.0 0.400
H -3.112 3.629 5.201 0.0 0.0 0.0 0.375
H -3.650 4.380 2.910 0.0 0.0 0.0 0.407
H -3.086 4.547 0.654 0.0 0.0 0.0 0.583
H -3.176 2.900 0.032 0.0 0.0 0.1 -0.101
H -1.636 3.766 0.016 0.0 0.0 0.0 0.251
C -2.251 1.785 -2.415 0.1 -0.1 0.1 -0.453
C -3.524 0.939 -2.348 0.0 0.1 0.0 0.179
C -3.448 -0.441 -2.998 0.0 0.0 0.0 -1.203
C -4.200 0.850 -0.993 -0.1 -0.1 0.0 0.111
C -5.441 1.469 -0.893 0.0 0.0 0.0 -0.691
C -6.223 1.347 0.239 0.0 0.0 0.0 -1.709
C -5.744 0.597 1.292 0.0 0.0 0.0 -0.049
C -4.494 -0.020 1.259 0.0 0.0 0.0 0.553
C -4.076 -0.732 2.540 0.0 0.0 0.0 1.300
C -4.155 0.228 3.731 0.0 0.0 0.0 -1.898
C -4.950 -1.955 2.837 -0.1 0.0 0.0 -1.794
C -3.705 0.098 0.092 0.1 0.0 0.0 -0.399
N -2.390 -0.469 0.014 0.3 -0.2 0.0 2.310
C -2.250 -1.812 0.378 -0.1 0.1 -0.1 0.053
C -3.214 -2.812 0.219 -0.1 0.0 0.0 -0.933
C -2.987 -4.111 0.648 0.0 0.0 0.0 -0.914
C -1.788 -4.475 1.246 0.0 0.0 0.0 -0.668
C -0.780 -3.526 1.368 0.0 0.0 -0.1 -0.632
C -1.047 -2.268 0.908 0.1 0.0 0.0 0.534
F 0.001 -1.329 0.914 -0.1 0.0 0.0 -0.171
H -1.814 1.764 -3.412 -0.1 0.0 0.0 0.638
H -1.417 1.497 -1.755 -0.1 0.1 -0.1 -0.506
H -2.440 2.815 -2.120 -0.1 0.0 -0.1 0.453
H -4.220 1.516 -2.963 0.0 0.0 0.0 0.703
H -2.811 -1.130 -2.447 0.0 0.0 0.0 -0.133
H -3.068 -0.382 -4.017 0.0 0.0 0.0 0.468
H -4.451 -0.870 -3.030 0.0 0.0 0.0 0.435
H -5.805 2.038 -1.742 0.0 0.0 0.0 0.432
H -7.192 1.827 0.297 0.0 0.0 0.0 0.402
H -6.343 0.502 2.190 0.0 0.0 0.0 0.354
H -3.039 -1.051 2.452 0.0 0.0 0.0 -0.259
H -5.191 0.386 4.041 0.0 0.0 0.0 0.477
H -3.726 1.197 3.488 -0.1 -0.1 0.0 0.531
H -3.616 -0.182 4.588 0.0 0.0 0.0 0.444
H -5.983 -1.643 3.011 0.0 0.0 0.0 0.377
H -4.602 -2.455 3.744 0.0 0.0 0.0 0.435
H -4.954 -2.686 2.032 0.0 0.0 0.0 0.355
H -4.166 -2.538 -0.219 0.0 0.0 0.0 0.643
H -3.768 -4.850 0.517 0.0 0.0 0.0 0.454
H -1.622 -5.487 1.589 0.0 0.0 0.0 0.418
H 0.197 -3.757 1.772 0.0 0.0 0.0 0.510
```
Forces are in eV/Å.

The spin multiplicity is 2. Its charge is 0. As for the molar mass: 689.68 g/mol. As for the expectation value of S²: 0.754. The value obtained for the gap between HOMO and LUMO (spin up / spin down) is 7.57 / 7.54 eV. The LUMO energy (spin up / spin down) is -0.0092 / -0.0135 hartree. The value obtained for the total energy is -79091.08119 eV.